[1]
The following is a quantum chemistry calculation of a molecular structure, C25H23NP2S4SbW in a non-equilibrium geometry, from OMol25.

Gap between HOMO and LUMO (alpha / beta) ... 6.081 / 6.079 eV
Maximum force ... 1.49 eV/A
Total charge ... +1
Energy relative to the best compared isomer or geometry (same formula, charge and spin) ... 0.0 kJ/mol
LUMO energy (alpha / beta) ... -4.59 / -4.59 eV

Last column: Löwdin charge in e.
Atoms and positions in Å:
W 0.17463 -1.86136 -1.66529  0.144
S -0.25173 -1.91229 -3.93815  -0.040
Sb 1.88214 -3.22833 -3.98308  0.365
S -0.57251 -3.62313 -0.73121  0.185
S 2.37165 -2.02377 -1.78695  0.076
S 1.75545 -5.40829 -3.70239  -0.160
C 0.06895 2.01261 1.03944  -0.090
N 0.20846 0.85970 0.14995  -0.501
P 0.76715 -0.67289 0.55977  0.847
C 0.10931 -1.07919 2.20174  -0.341
C -0.89474 -2.01990 2.39677  -0.115
C -1.38642 -2.25404 3.67372  -0.055
C -0.88169 -1.54697 4.75364  -0.052
C 0.13016 -0.61190 4.56482  -0.056
C 0.63173 -0.38380 3.29792  -0.093
C 2.54281 -0.49046 0.87030  -0.439
C 3.24274 0.59357 0.35142  -0.109
C 4.61712 0.66529 0.52184  -0.061
C 5.28743 -0.34672 1.19145  -0.056
C 4.58820 -1.43477 1.70147  -0.053
C 3.21559 -1.50864 1.54419  -0.103
P -0.48160 0.65714 -1.36295  0.882
C -2.08859 -0.19924 -1.03537  -0.402
C -2.64865 -0.38195 0.23331  -0.103
C -3.72584 -1.22986 0.39511  -0.057
C -4.25837 -1.91418 -0.70260  -0.040
C -3.74264 -1.71307 -1.97389  -0.064
C -2.66945 -0.85892 -2.14937  -0.197
C -0.71927 2.25459 -2.15210  -0.354
C 0.39993 2.85536 -2.72806  -0.086
C 0.28353 4.10443 -3.30730  -0.058
C -0.94951 4.74672 -3.32366  -0.048
C -2.06689 4.14134 -2.76283  -0.055
C -1.95453 2.89057 -2.17678  -0.074
H -0.52976 1.76651 1.91927  0.081
H -0.41917 2.82085 0.49627  0.085
H 1.04787 2.36089 1.36962  0.085
H -1.28193 -2.57815 1.55746  0.024
H -2.15754 -2.99664 3.82385  0.114
H -1.26719 -1.73471 5.74607  0.114
H 0.53678 -0.07050 5.40762  0.114
H 1.44088 0.32590 3.16135  0.113
H 2.71422 1.37217 -0.18493  0.096
H 5.16356 1.51062 0.12709  0.112
H 6.35963 -0.28991 1.31754  0.113
H 5.11161 -2.22538 2.22106  0.115
H 2.66397 -2.35369 1.94113  0.120
H -2.22674 0.12446 1.09184  0.102
H -4.15273 -1.37089 1.37797  0.116
H -5.08949 -2.59097 -0.56188  0.117
H -4.16950 -2.22093 -2.82851  0.123
H -2.34807 -0.61289 -3.15714  0.054
H 1.35439 2.34037 -2.72557  0.110
H 1.15019 4.57091 -3.75393  0.115
H -1.03841 5.72073 -3.78395  0.115
H -3.02355 4.64310 -2.78474  0.115
H -2.82358 2.41053 -1.74242  0.112

[2]
The following is a quantum chemistry calculation of a molecular structure, C25H24BClF4N3O10V in a non-equilibrium geometry, from OMol25.

Gap between HOMO and LUMO (alpha / beta) ... 3.136 / 3.632 eV
Maximum force ... 5.17 eV/A
⟨S²⟩ ... 3.79
Total charge ... -1
Energy relative to the best compared isomer or geometry (same formula, charge and spin) ... 447.6 kJ/mol
Spin multiplicity ... 4
LUMO energy (alpha / beta) ... 2.17 / 2.17 eV

Last column: Löwdin charge in e.
Atoms and positions in Å:
V 0.39422 -1.24243 0.56835  0.753
O 0.80027 1.17404 3.48172  0.063
C 0.25735 0.29139 2.58598  -0.508
O 0.38158 0.52206 1.33594  -0.143
C -0.47895 -0.80803 3.00271  -0.229
C -0.98736 -1.08200 4.30107  -0.048
C -1.97394 -2.00941 4.43122  -0.135
C -2.48567 -2.64081 3.27095  -0.083
C -1.90176 -2.40087 2.04431  -0.230
N -0.84604 -1.58546 1.90393  -0.043
C -2.39535 -3.09073 0.77541  -0.462
O -3.75505 -3.50288 0.87853  -0.017
O -1.12274 -1.64139 -0.71872  -0.230
H 1.33243 1.79163 2.96331  0.083
H -0.58535 -0.53255 5.13813  0.097
H -2.39426 -2.25186 5.39730  0.079
H -3.33488 -3.30081 3.36556  0.072
H -3.80929 -4.14438 1.59545  0.085
C -0.43922 -2.63069 -3.17788  -0.052
C -1.25350 -1.34564 -3.06396  -0.213
N -1.00156 -0.72322 -1.77973  -0.143
C -2.43058 -2.09255 -0.39926  -0.084
C -1.50083 -4.29685 0.48214  0.010
C -1.70492 0.51154 -1.51105  -0.131
C -1.09770 1.71866 -2.24361  -0.096
N 0.23899 2.03691 -1.78040  0.109
C 1.33808 1.67462 -2.59202  -0.045
C 2.17547 0.57599 -2.28732  -0.089
F 1.81952 -0.25633 -1.26970  0.091
C 3.32630 0.34160 -2.99244  -0.182
F 4.10024 -0.72364 -2.68983  0.097
C 3.73418 1.17690 -4.04713  0.099
C 2.91364 2.27326 -4.34855  -0.196
F 3.29051 3.10043 -5.35600  0.074
C 1.75497 2.51382 -3.65923  -0.117
F 0.97839 3.58424 -3.97263  0.098
H -0.41431 -2.96772 -4.21112  0.073
H -0.85420 -3.42381 -2.56124  0.070
H 0.57443 -2.44728 -2.82756  0.074
H -2.32854 -1.53907 -3.23803  0.117
H -0.91600 -0.63872 -3.82562  0.115
H -2.87876 -2.60630 -1.26290  0.136
H -3.07889 -1.25836 -0.09683  0.144
H -1.85982 -4.84141 -0.39029  0.085
H -1.50631 -4.96083 1.34444  0.097
H -0.48012 -3.96201 0.31230  0.055
H -1.58421 0.70389 -0.43778  0.136
H -2.77860 0.45206 -1.76801  0.131
H -1.74606 2.57862 -2.04589  0.134
H -1.05524 1.55405 -3.32200  0.124
H 4.64950 0.99796 -4.57860  0.130
O 1.72310 3.04020 -0.08135  0.231
B 0.46392 2.67046 -0.55370  -0.635
O -0.55474 3.17066 0.26943  0.217
C 0.09481 3.82415 1.26249  -0.194
C -0.42678 4.51324 2.33617  0.013
C 0.47631 5.12510 3.19823  -0.095
C 1.84369 5.04035 2.98978  -0.101
C 2.37637 4.34429 1.90974  0.002
C 1.48173 3.74324 1.04820  -0.205
H -1.49155 4.57405 2.49542  0.119
H 0.09825 5.68358 4.04292  0.097
H 2.51887 5.52761 3.67763  0.096
H 3.44107 4.28060 1.74230  0.117
O 1.45340 -2.92597 -0.24430  -0.370
Cl 2.17636 -2.82675 0.99520  0.637
O 3.46001 -3.39749 0.81450  -0.294
O 1.46264 -3.55068 1.98699  -0.277
O 2.32246 -1.46229 1.38694  -0.314

[3]
The following is a quantum chemistry calculation of a molecular structure, C25H24Br4NO2ReSi, from OMol25.

Gap between HOMO and LUMO (alpha / beta) ... 6.214 / 6.403 eV
Maximum force ... 0.96 eV/A
⟨S²⟩ ... 0.76
Total charge ... +1
Spin multiplicity ... 2
LUMO energy (alpha / beta) ... -4.68 / -4.43 eV

Last column: Löwdin charge in e.
Atoms and positions in Å:
Re 0.56837 -0.85768 0.32306  1.591
Br 5.09950 -4.68947 3.86015  0.774
C 4.30047 -3.57342 2.58806  -0.741
C 5.08693 -2.95855 1.58237  -0.736
Br 6.93252 -3.26128 1.51761  0.779
C 4.50104 -2.12413 0.64199  -0.648
Br 5.43752 -1.24178 -0.72135  0.824
C 3.12852 -1.92905 0.70560  -0.362
O 2.43622 -1.12584 -0.13967  -0.259
C 2.36918 -2.51242 1.68484  -0.348
O 1.04908 -2.15591 1.66803  -0.244
C 2.93521 -3.34161 2.64643  -0.650
Br 1.79194 -4.07142 3.93816  0.827
C -0.79347 -1.57222 -1.03853  -0.272
Si -1.86671 -0.04323 -0.81228  0.589
C -0.74391 1.29934 -1.45324  -0.178
N 0.62409 0.85060 -0.97515  -0.307
C 1.21236 1.63479 0.15834  -0.174
C 2.65979 2.02279 -0.07506  -0.159
C 2.77248 2.86619 -1.34799  -0.150
C 1.98813 2.21926 -2.51554  -0.143
C 1.56546 0.80652 -2.15571  -0.158
C -3.59202 0.08034 -1.40647  -0.256
C -4.64752 0.04906 -0.49114  -0.084
C -5.95856 0.19715 -0.92428  -0.066
C -6.22324 0.37452 -2.27397  -0.062
C -5.18515 0.40399 -3.19724  -0.069
C -3.87681 0.25713 -2.76560  -0.091
C -1.60645 0.11238 1.01198  -0.331
C -1.56742 1.36129 1.71293  -0.102
C -1.31682 1.40705 3.05093  -0.055
C -1.07270 0.21394 3.77853  -0.041
C -1.13069 -0.99888 3.15775  -0.056
C -1.41368 -1.06039 1.76628  -0.192
H -0.35802 -1.71375 -2.03092  0.043
H -1.24412 -2.51297 -0.71351  0.049
H -0.99556 2.30532 -1.11108  0.102
H -0.73231 1.34379 -2.54255  0.092
H 1.09888 1.03535 1.10976  0.110
H 0.58379 2.50729 0.33357  0.135
H 3.27885 1.13032 -0.15214  0.086
H 3.00779 2.57231 0.80015  0.132
H 3.82370 2.97774 -1.61059  0.118
H 2.39752 3.87306 -1.15492  0.116
H 2.59377 2.17254 -3.42066  0.124
H 1.11140 2.81846 -2.77073  0.111
H 2.41825 0.18643 -1.89917  0.102
H 1.02722 0.30645 -2.95822  0.128
H -4.45356 -0.08946 0.56735  0.103
H -6.77153 0.17313 -0.21088  0.111
H -7.24490 0.49134 -2.61142  0.112
H -5.39686 0.53956 -4.24948  0.111
H -3.07862 0.27535 -3.50188  0.104
H -1.75978 2.28463 1.17692  0.113
H -1.30904 2.35939 3.56587  0.116
H -0.86931 0.26982 4.84022  0.118
H -0.96748 -1.91458 3.70858  0.111
H -1.62375 -2.03056 1.33592  0.103